Below is C6H9O3P in the gas phase, with properties calculated with ωB97M-V/def2-TZVPD.

Output
DFT total energy in Ha: -800.97680
ΔE to the lowest compared entry with this formula, charge and spin in kJ/mol: 399.1
LUMO level (spin up / spin down) in eV: -1.205 / -1.069

CARTESIAN COORDINATES (ANGSTROEM)
C (-2.435, 0.113, 0.250)
C (-3.506, -0.650, -0.200)
C (-1.120, -0.329, -0.437)
C (0.070, -0.541, 0.458)
C (0.279, 0.731, 1.348)
C (2.518, 0.423, -1.229)
O (-2.475, 1.066, 0.989)
O (-4.360, -1.166, -0.823)
O (2.611, -1.612, 0.790)
P (1.734, -1.065, -0.263)
H (-1.334, -1.213, -0.920)
H (-0.916, 0.452, -1.178)
H (0.011, -1.450, 1.023)
H (1.097, 0.655, 1.936)
H (-0.538, 1.002, 1.998)
H (0.437, 1.707, 0.695)
H (1.844, 1.226, -1.499)
H (3.448, 0.693, -0.774)
H (2.634, -0.041, -2.164)


Below is C6HBr2Cl3O in the gas phase, with properties calculated with ωB97M-V/def2-TZVPD.

Output
SMILES: Oc1c(Cl)c(Br)c(Cl)c(Br)c1Cl
DFT total energy in Ha: -6833.08236
LUMO level in eV: -0.188

CARTESIAN COORDINATES (ANGSTROEM)
Cl (-2.214, -1.483, 0.576)
Cl (2.949, -0.515, -1.171)
Cl (0.423, 3.168, 1.951)
Br (0.489, -2.619, -0.905)
Br (-2.316, 1.480, 1.982)
O (2.707, 1.869, 0.500)
C (-0.766, -0.402, 0.538)
C (1.487, -0.050, -0.245)
C (0.424, 1.590, 1.178)
C (0.371, -0.866, -0.129)
C (-0.767, 0.844, 1.195)
C (1.544, 1.142, 0.480)
H (2.548, 2.722, 0.930)


Below is C70H150HfN8O18 as an isolated structure, with properties calculated with ωB97M-V/def2-TZVPD.

Output
DFT total energy in Ha: -4595.47445
Total charge: +6
ΔE to the lowest compared entry with this formula, charge and spin in kJ/mol: 254.5
LUMO level in eV: -10.776

CARTESIAN COORDINATES (ANGSTROEM)
Hf (6.240, 5.929, -28.436)
C (13.308, 1.685, -22.817)
C (13.292, 1.942, -24.315)
C (11.883, 2.555, -24.663)
N (11.674, 3.229, -26.019)
C (11.852, 2.200, -27.159)
C (10.250, 3.806, -26.139)
C (10.489, 5.321, -26.008)
C (11.911, 5.581, -25.594)
C (12.601, 4.418, -26.279)
H (12.661, 0.819, -22.678)
H (13.003, 2.496, -22.156)
H (14.315, 1.438, -22.482)
H (13.508, 1.046, -24.897)
H (14.074, 2.699, -24.368)
H (11.428, 3.166, -23.883)
H (11.149, 1.751, -24.712)
H (11.130, 1.385, -27.168)
H (12.859, 1.807, -27.016)
H (11.774, 2.630, -28.158)
H (9.794, 3.679, -27.121)
H (9.593, 3.318, -25.418)
H (10.343, 5.706, -27.017)
H (9.637, 5.673, -25.426)
H (12.298, 6.561, -25.874)
H (11.821, 5.424, -24.519)
H (12.545, 4.642, -27.344)
H (13.593, 4.046, -26.022)
C (4.769, 3.343, -21.923)
C (5.637, 4.392, -22.550)
C (5.870, 5.612, -21.679)
N (6.969, 6.569, -22.295)
C (8.318, 5.858, -22.559)
C (7.163, 7.870, -21.490)
C (7.756, 8.968, -22.448)
C (7.382, 8.302, -23.895)
C (6.468, 7.129, -23.556)
H (4.666, 2.403, -22.465)
H (3.698, 3.538, -21.883)
H (5.148, 3.175, -20.914)
H (5.320, 4.475, -23.589)
H (6.617, 3.939, -22.702)
H (6.244, 5.269, -20.714)
H (4.923, 6.145, -21.595)
H (9.133, 6.522, -22.846)
H (8.215, 5.144, -23.377)
H (8.547, 5.149, -21.764)
H (7.808, 7.737, -20.621)
H (6.138, 8.122, -21.218)
H (8.811, 9.156, -22.247)
H (7.248, 9.931, -22.392)
H (8.257, 7.915, -24.416)
H (6.967, 9.004, -24.618)
H (6.472, 6.250, -24.200)
H (5.401, 7.307, -23.424)
C (8.867, 1.511, -30.079)
C (8.462, 1.466, -31.629)
C (9.708, 1.647, -32.483)
N (9.402, 1.590, -34.021)
C (8.927, 0.162, -34.406)
C (8.311, 2.583, -34.447)
C (8.464, 2.855, -35.908)
C (9.968, 2.663, -36.091)
C (10.637, 2.113, -34.835)
H (8.014, 1.743, -29.441)
H (9.534, 2.352, -29.893)
H (9.302, 0.542, -29.833)
H (7.844, 2.349, -31.797)
H (7.860, 0.574, -31.805)
H (10.441, 0.864, -32.288)
H (10.192, 2.603, -32.285)
H (8.791, 0.251, -35.484)
H (8.060, -0.270, -33.905)
H (9.707, -0.595, -34.323)
H (7.369, 2.132, -34.135)
H (8.611, 3.388, -33.776)
H (7.976, 2.092, -36.515)
H (8.109, 3.784, -36.354)
H (10.125, 1.940, -36.891)
H (10.540, 3.567, -36.301)
H (11.287, 1.246, -34.958)
H (11.104, 2.917, -34.267)
C (1.400, 4.280, -23.777)
C (1.076, 3.453, -25.023)
C (0.988, 4.240, -26.287)
N (0.685, 3.382, -27.526)
C (-0.782, 2.800, -27.257)
C (1.575, 2.164, -27.999)
C (1.564, 2.127, -29.528)
C (1.515, 3.619, -29.872)
C (0.638, 4.252, -28.821)
H (1.200, 3.786, -22.826)
H (0.806, 5.193, -23.792)
H (2.468, 4.487, -23.847)
H (0.137, 2.933, -24.832)
H (1.836, 2.672, -25.035)
H (1.921, 4.657, -26.666)
H (0.188, 4.930, -26.020)
H (-1.510, 3.610, -27.294)
H (-0.824, 2.175, -26.365)
H (-0.918, 2.243, -28.185)
H (1.291, 1.294, -27.406)
H (2.526, 2.353, -27.501)
H (0.799, 1.506, -29.996)
H (2.509, 1.755, -29.924)
H (1.285, 3.895, -30.901)
H (2.515, 4.026, -29.718)
H (-0.407, 4.246, -29.131)
H (0.892, 5.296, -28.636)
C (5.637, 7.363, -33.393)
C (6.177, 7.966, -34.713)
C (7.477, 7.244, -35.191)
N (8.412, 8.127, -36.086)
C (9.087, 9.343, -35.264)
C (7.648, 8.656, -37.276)
C (8.786, 9.026, -38.280)
C (9.957, 8.076, -38.011)
C (9.487, 7.263, -36.756)
H (5.195, 6.445, -33.781)
H (4.894, 7.980, -32.888)
H (6.403, 6.942, -32.741)
H (6.253, 9.043, -34.564)
H (5.382, 7.974, -35.458)
H (7.340, 6.302, -35.721)
H (8.006, 6.890, -34.306)
H (8.357, 9.928, -34.703)
H (9.601, 10.008, -35.959)
H (9.770, 8.775, -34.633)
H (6.956, 9.461, -37.026)
H (7.068, 7.801, -37.621)
H (9.024, 10.083, -38.401)
H (8.235, 8.830, -39.200)
H (10.775, 8.725, -37.698)
H (10.205, 7.516, -38.913)
H (10.266, 7.020, -36.033)
H (9.153, 6.255, -37.004)
C (12.466, 7.510, -29.382)
C (12.091, 8.664, -30.343)
C (10.604, 8.837, -30.461)
N (10.145, 10.154, -31.125)
C (11.088, 10.391, -32.360)
C (8.639, 10.051, -31.491)
C (8.087, 11.431, -31.495)
C (8.772, 12.056, -30.246)
C (10.136, 11.451, -30.086)
H (11.880, 6.623, -29.623)
H (12.351, 7.831, -28.347)
H (13.547, 7.380, -29.437)
H (12.506, 8.531, -31.342)
H (12.489, 9.612, -29.981)
H (10.120, 9.002, -29.498)
H (10.117, 7.938, -30.839)
H (12.104, 10.571, -32.006)
H (10.752, 11.252, -32.937)
H (10.912, 9.421, -32.823)
H (8.492, 9.466, -32.399)
H (8.161, 9.578, -30.633)
H (8.396, 11.996, -32.374)
H (7.003, 11.539, -31.444)
H (8.741, 13.138, -30.116)
H (8.189, 11.660, -29.414)
H (11.024, 12.055, -30.269)
H (10.224, 11.142, -29.044)
C (2.098, 6.732, -32.497)
C (2.202, 6.077, -33.924)
C (1.934, 4.527, -33.895)
N (1.906, 3.736, -35.199)
C (3.241, 4.020, -35.824)
C (0.694, 4.043, -36.181)
C (0.549, 2.677, -36.905)
C (0.897, 1.513, -35.910)
C (1.795, 2.169, -34.830)
H (2.939, 6.452, -31.864)
H (1.151, 6.526, -31.998)
H (2.198, 7.812, -32.390)
H (3.132, 6.409, -34.385)
H (1.437, 6.596, -34.502)
H (0.989, 4.276, -33.412)
H (2.631, 4.035, -33.217)
H (3.148, 5.011, -36.269)
H (3.456, 3.345, -36.653)
H (4.129, 3.998, -35.192)
H (0.838, 4.944, -36.777)
H (-0.089, 4.140, -35.430)
H (1.032, 2.609, -37.880)
H (-0.518, 2.525, -37.071)
H (1.417, 0.804, -36.554)
H (0.080, 0.907, -35.519)
H (2.799, 1.755, -34.927)
H (1.598, 1.997, -33.772)
C (7.015, 13.404, -23.513)
C (6.570, 12.260, -24.485)
C (5.283, 12.753, -25.369)
N (4.851, 11.806, -26.472)
C (4.577, 10.341, -25.911)
C (5.789, 11.797, -27.718)
C (5.407, 13.082, -28.557)
C (3.823, 13.116, -28.466)
C (3.536, 12.280, -27.162)
H (6.337, 13.487, -22.663)
H (7.020, 14.463, -23.772)
H (7.976, 13.191, -23.044)
H (6.281, 11.283, -24.099)
H (7.357, 12.071, -25.215)
H (5.317, 13.767, -25.769)
H (4.437, 12.821, -24.685)
H (5.526, 9.868, -25.660)
H (4.307, 9.840, -26.840)
H (3.816, 10.364, -25.131)
H (5.643, 10.850, -28.238)
H (6.797, 11.755, -27.305)
H (5.707, 13.131, -29.604)
H (5.864, 13.814, -27.891)
H (3.333, 12.515, -29.233)
H (3.583, 14.169, -28.324)
H (3.030, 11.370, -27.485)
H (2.947, 12.889, -26.476)
O (9.903, 5.003, -30.538)
C (8.715, 5.236, -29.999)
O (7.828, 6.004, -30.391)
O (8.343, 4.629, -28.932)
H (9.848, 5.523, -31.342)
O (7.637, 9.452, -26.892)
C (8.405, 8.480, -27.237)
O (7.805, 7.546, -27.764)
O (9.539, 8.595, -26.953)
H (8.301, 10.065, -26.566)
O (2.620, 6.774, -26.193)
C (3.663, 6.721, -27.023)
O (3.735, 6.144, -28.114)
O (4.888, 7.029, -26.742)
H (2.908, 7.279, -25.429)
O (6.213, 2.678, -25.480)
C (6.175, 3.729, -26.336)
O (5.499, 3.704, -27.343)
O (6.823, 4.830, -26.230)
H (7.044, 2.708, -25.001)
O (5.000, 3.481, -32.198)
C (5.369, 3.404, -30.960)
O (5.777, 2.250, -30.526)
O (5.297, 4.419, -30.171)
H (5.299, 2.588, -32.382)
O (5.218, 9.869, -30.770)
C (4.906, 8.862, -30.018)
O (5.678, 7.918, -29.751)
O (3.869, 9.036, -29.357)
H (4.334, 10.225, -30.654)